Density functional theory data (ωB97M-V/def2-TZVPD) for a 3-piece molecular cluster, C4H13NO2 overall.

The geometry in ORCA input format:
```
! wB97M-V def2-TZVPD RIJCOSX def2/J DEFGRID3
* xyz 0 1
C -2.419 -1.017 0.600
C -2.208 0.396 -0.071
C -0.699 0.685 0.029
N 0.079 -0.456 0.728
C -1.005 -1.517 0.962
H -3.167 -1.652 -0.020
H -2.941 -0.888 1.518
H -2.380 0.460 -1.114
H -2.902 1.177 0.307
H -0.133 0.872 -0.948
H -0.412 1.665 0.603
H 0.511 -0.088 1.621
H -0.599 -2.412 0.357
H -0.962 -1.882 2.016
O 2.793 -0.774 -0.485
H 1.753 -0.960 -0.269
H 2.655 -0.558 -1.366
O 2.272 2.181 -1.352
H 2.969 2.652 -1.828
H 2.514 2.257 -0.404
*
```

Values from the calculation:
SMILES string   C1CCNC1.O.O
HOMO level   -9.1 eV
Molar mass   107.15 g mol⁻¹
Electronic energy   -365.3786 Ha
Energy relative to the best compared isomer or geometry (same formula, charge and spin)   40.1 kcal/mol
E_LUMO   0.78 eV